1.
The following is a DFT calculation (ωB97M-V/def2-TZVPD) of C27H42Cl3EuN4O3SSi as an isolated structure at a distorted geometry.

```
82
Properties=species:S:1:pos:R:3
C 2.587 -2.725 -1.941
C 2.241 -1.960 -3.191
H 2.016 -3.663 -1.985
H 2.302 -2.189 -1.004
H 3.668 -2.978 -1.854
C 2.189 -2.442 -4.447
C 2.422 -3.854 -4.839
H 2.105 -1.746 -5.292
H 1.810 -4.537 -4.226
H 3.494 -4.101 -4.729
H 2.150 -4.002 -5.898
Eu 2.031 0.844 0.131
Cl 3.826 0.350 2.049
Cl 3.062 2.865 -1.011
C 0.563 3.210 1.048
O 0.099 2.038 0.924
N -0.210 4.307 1.218
C -1.677 4.063 1.097
C 0.266 5.628 0.737
H 1.682 3.314 1.060
H -1.987 3.417 1.931
H -1.930 3.575 0.141
H -2.232 5.008 1.148
H 1.200 5.943 1.226
H -0.486 6.400 0.935
H 0.460 5.626 -0.351
H -1.067 -5.745 3.612
H -0.797 -3.572 0.931
C -2.003 -5.343 3.193
C -1.889 -3.934 1.199
N -1.859 -4.006 2.621
H -2.761 -5.334 3.979
C -2.151 -2.847 3.317
O -2.160 -1.723 2.804
H -2.580 -3.159 0.830
H -2.363 -3.035 4.393
H -2.330 -6.005 2.382
H -1.966 -4.932 0.753
O 1.263 -0.284 -1.786
C 2.057 -0.479 -3.042
C 0.515 -0.165 -5.189
C 1.501 0.270 -4.272
H 0.034 -1.150 -5.097
C 0.057 0.717 -6.192
H 3.036 -0.019 -2.775
C 2.112 1.515 -4.472
H -0.794 0.409 -6.815
C 0.632 1.985 -6.344
C 1.647 2.397 -5.462
H 2.865 1.823 -3.734
H 0.276 2.624 -7.162
H 2.023 3.430 -5.516
Si -0.548 -0.177 -1.712
Cl -0.088 -3.170 -0.423
C -1.487 -1.141 -3.039
C -0.578 1.653 -2.252
C -1.449 -0.327 -0.107
H -1.648 -0.566 -3.983
H -2.487 -1.267 -2.563
H -1.096 -2.154 -3.278
H -2.429 -0.717 -0.408
H -1.580 0.588 0.473
H -1.036 -1.062 0.576
H -0.812 1.742 -3.323
H 0.304 2.303 -2.085
H -1.419 2.062 -1.676
N 0.376 -2.220 4.517
C 0.001 -1.007 4.952
N 0.384 0.150 4.464
C -0.151 1.196 5.181
C 0.137 2.551 4.956
C -0.592 3.515 5.651
C -1.561 3.120 6.595
C -1.897 1.771 6.795
C -1.167 0.809 6.109
S -1.194 -0.925 6.263
H 0.196 -3.034 5.097
H 1.119 -2.223 3.823
H 0.966 2.776 4.280
H -0.396 4.576 5.486
H -2.094 3.884 7.162
H -2.720 1.459 7.435
```

Properties
HOMO level (spin up / spin down)	-5.95 / -5.95	eV
multiplicity	7
⟨S²⟩	12.01
energy relative to the best compared isomer or geometry (same formula, charge and spin)	79.7	kcal/mol
total energy	-116394.401	eV
max |F|	0.10570	Eh/bohr
LUMO energy (spin up / spin down)	-2.84 / -0.08	eV

---

2.
The following is a DFT calculation (ωB97M-V/def2-TZVPD) of C16H20FN3O10P2Sn as an isolated structure at a distorted geometry.

```
53
Properties=species:S:1:pos:R:3
Sn 5.010 2.144 0.300
O 5.489 4.782 -1.572
P 6.236 5.220 -0.213
O 7.420 6.025 -0.366
O 6.254 3.848 0.526
O 5.065 6.085 0.548
P 3.589 5.784 0.938
O 3.659 5.620 2.488
O 2.496 6.510 0.337
O 2.375 3.706 -0.158
H 5.685 5.401 -2.280
H 2.866 5.928 2.935
C -3.509 1.137 1.306
C -2.876 1.273 -0.077
N -1.422 1.150 -0.023
C -0.724 2.266 0.208
C 0.638 2.296 0.315
C 1.412 3.482 0.762
O 1.341 4.027 1.821
O 3.579 4.161 0.410
C 1.432 1.110 0.141
O 2.691 1.101 0.225
C 0.651 -0.090 -0.083
C 1.300 -1.326 -0.213
C 0.589 -2.487 -0.355
F 1.277 -3.638 -0.425
C -0.823 -2.495 -0.381
C -1.462 -1.262 -0.280
C -0.766 -0.057 -0.130
N -1.598 -3.647 -0.517
C -0.977 -4.909 -0.903
C -2.078 -5.938 -1.224
N -3.352 -5.224 -1.482
C -3.841 -4.584 -0.233
C -2.657 -3.874 0.453
H -4.580 1.311 1.240
H -3.099 1.879 1.986
H -3.338 0.152 1.733
H -3.109 2.261 -0.478
H -3.280 0.538 -0.773
H -1.290 3.183 0.299
H 2.378 -1.378 -0.168
H -2.539 -1.249 -0.321
H -0.339 -5.322 -0.113
H -0.355 -4.735 -1.783
H -2.240 -6.622 -0.389
H -1.801 -6.530 -2.097
H -4.062 -5.862 -1.859
H -3.167 -4.490 -2.180
H -4.246 -5.355 0.427
H -4.642 -3.887 -0.484
H -2.274 -4.490 1.279
H -2.989 -2.929 0.877
```

Properties
HOMO level	-14.30	eV
energy relative to the best compared isomer or geometry (same formula, charge and spin)	0.0	kcal/mol
total energy	-68978.217	eV
max |F|	0.02955	Eh/bohr
total charge	+2
LUMO energy	-6.67	eV

---

3.
The following is a DFT calculation (ωB97M-V/def2-TZVPD) of one molecule with the formula C6H15N at a distorted geometry.

```
22
Properties=species:S:1:pos:R:3
C 2.310 -0.743 -1.414
N 1.040 -0.032 -1.253
C 0.322 -0.364 -0.010
C 0.940 0.326 1.189
C -1.165 -0.016 -0.179
C -2.016 -0.831 0.821
C -1.503 1.470 -0.039
H 3.086 -0.029 -1.701
H 2.251 -1.480 -2.217
H 2.651 -1.163 -0.469
H 1.213 0.970 -1.275
H 0.420 -1.447 0.050
H 0.894 1.408 1.140
H 0.642 -0.112 2.150
H 2.012 0.096 1.242
H -1.450 -0.326 -1.189
H -3.073 -0.603 0.658
H -1.880 -1.898 0.633
H -1.723 -0.600 1.848
H -0.905 2.078 -0.720
H -1.509 1.732 1.021
H -2.558 1.566 -0.289
```

Properties
HOMO level	-8.65	eV
SMILES	CN[C@@H](C)C(C)C
energy relative to the best compared isomer or geometry (same formula, charge and spin)	16.9	kcal/mol
total energy	-7955.036	eV
max |F|	0.03487	Eh/bohr
LUMO energy	1.12	eV